The following is a DFT calculation (ωB97M-V/def2-TZVPD) of a cluster of 3 separate species, C32H72F2NO4P2S2 in total.

Its charge is +1. The value obtained for the frontier orbital gap is 0.38292 hartree. The value obtained for the highest occupied orbital energy is -0.441 hartree. Its energy relative to the best compared isomer or geometry (same formula, charge and spin) is 0.456 eV. The calculation puts the energy at -3296.78858 Eh.

```
115
Properties=species:S:1:pos:R:3:forces:R:3:lowdin_charge:R:1
S 1.6058 0.7483 1.7362 0.13 -2.03 -0.23 0.505
S 0.1909 2.7026 2.1865 -1.63 4.56 1.60 0.453
P 2.8000 1.2211 -3.2587 0.72 -0.70 -0.29 1.034
P -2.1749 -1.0743 2.6877 -0.51 -1.00 0.09 1.037
F -1.1235 3.0612 3.0480 0.12 -0.54 -0.36 -0.195
F 1.4886 -0.8173 2.0294 -0.16 0.15 0.05 -0.193
O -0.1455 3.1838 0.8806 0.04 -0.77 -0.04 -0.282
O 1.2069 3.4071 2.9042 0.07 -0.49 -0.47 -0.250
O 2.8350 1.1147 2.3388 -0.37 0.22 0.47 -0.229
O 1.5659 0.7993 0.3016 -0.42 0.12 -0.14 -0.314
N 0.1635 1.1625 2.4260 2.39 -1.19 -0.98 -0.278
C -4.7089 1.8829 4.3560 1.12 0.62 -0.47 -0.239
C -3.1152 -3.7059 2.2843 0.33 -0.23 0.18 -0.248
C -1.9754 1.3646 -1.5903 -0.62 -0.15 -0.27 -0.097
C -2.8033 0.4714 3.3937 0.43 0.62 -1.98 -0.273
C -4.2572 0.5303 3.7939 -1.37 -0.65 1.04 -0.261
C -2.7507 -0.4441 0.0222 -0.95 -1.42 -0.57 -0.231
C 2.1707 2.7730 -2.5687 -0.49 -0.74 0.09 -0.239
C 1.5442 -2.9350 -1.1919 -0.20 0.42 -0.22 -0.070
C 1.1376 3.4218 -3.4867 -0.53 -0.02 -0.56 -0.255
C 0.7407 4.8306 -3.0284 1.49 0.21 -0.83 -0.254
C 5.7974 -0.0336 -0.6434 -0.24 -0.93 -0.08 -0.230
C -2.2315 -0.1453 -1.3897 0.05 1.13 -0.33 -0.230
C 5.4421 -1.4110 -0.0639 0.26 0.00 0.02 -0.100
C 1.7661 0.8676 -5.9359 -0.19 -0.89 1.12 -0.265
C 0.0584 -2.3130 5.9820 0.88 -0.19 0.64 -0.260
C 2.1509 -1.5660 -3.3026 -1.03 -0.41 0.67 -0.216
C -4.2352 -4.8611 4.3168 1.17 -1.47 -0.40 -0.100
C 2.1465 0.6481 -7.3889 -0.78 0.90 0.04 -0.256
C -4.0400 -4.8292 2.8039 -1.05 1.61 -1.17 -0.249
C 2.9637 1.2898 -5.0550 -0.16 0.48 -1.18 -0.269
C -0.8452 -1.7591 3.6730 1.33 0.62 0.01 -0.289
C -1.1577 -2.0261 5.1408 -1.09 -0.27 -0.14 -0.244
C -3.5328 -2.3075 2.7322 0.25 0.80 0.26 -0.267
C 0.1064 4.9738 -1.6795 -0.51 0.21 1.43 -0.109
C 0.8832 0.5449 -8.2595 0.54 0.78 -0.41 -0.101
C 4.5138 0.6952 -1.1100 1.34 0.45 -0.61 -0.228
C 1.2029 -2.6190 -2.6602 -0.34 0.70 -0.07 -0.229
C -1.6830 -1.0070 0.9448 0.94 0.64 0.39 -0.270
C 4.4933 0.8675 -2.6368 -0.86 -0.02 -0.49 -0.259
C -4.7162 3.0121 3.3059 -0.35 -0.89 0.02 -0.088
C 1.7204 -0.1814 -2.8204 0.49 0.79 -0.08 -0.266
C 1.0807 -1.1732 6.2579 -1.66 -0.69 -0.35 -0.074
H -4.6404 -5.8387 4.5858 -0.27 0.15 0.08 0.077
H -0.7587 -0.4417 0.8117 -0.16 0.36 0.40 0.059
H 1.6242 -3.9950 -0.9704 0.21 -0.03 -0.03 0.077
H -0.8053 4.4003 -1.4889 0.03 -0.12 -0.45 0.069
H 0.7524 4.7064 -0.8364 0.24 -0.32 -0.39 0.062
H -0.2602 -2.6766 6.9630 -0.27 0.07 -0.07 0.108
H -1.9379 1.6832 -2.6386 0.45 -0.47 -0.06 0.066
H 0.7853 -2.5139 -0.5300 -0.12 -0.13 0.01 0.050
H 0.2361 2.8370 -3.7173 0.12 -0.32 0.68 0.108
H -0.1453 6.0037 -1.4064 -0.03 0.07 -0.57 0.084
H 0.7268 0.0632 -3.2036 -0.09 0.02 0.20 0.102
H 1.7279 -0.1100 -1.7308 -0.41 -0.22 0.10 0.059
H -0.0242 -1.0329 3.6538 -0.39 0.32 -0.03 0.060
H 1.1525 0.2469 -9.2731 -0.18 -0.39 0.09 0.075
H -1.3116 -2.0165 0.7253 -0.68 -0.14 -0.26 0.097
H 6.3602 0.5215 0.1026 -0.07 0.24 -0.06 0.109
H -2.9827 -0.4319 -2.1273 0.11 -0.29 0.05 0.109
H 4.9010 -2.0054 -0.8056 -0.20 0.05 0.10 0.059
H 6.4554 -0.2135 -1.4982 0.10 0.26 0.04 0.102
H -4.3532 -1.8911 2.1394 0.06 -0.20 -0.18 0.099
H -3.8048 2.9555 2.7095 -0.04 0.30 -0.03 0.053
H 0.5274 -0.2977 6.6006 0.16 0.14 0.02 0.076
H -5.5802 2.8638 2.6517 0.12 0.18 -0.13 0.076
H -3.0837 -3.6962 1.1896 -0.15 -0.23 0.05 0.108
H -4.7932 3.9924 3.7643 0.04 0.07 0.03 0.076
H 1.6058 3.4674 -4.4761 0.00 0.51 0.04 0.088
H -5.6916 1.7773 4.8074 0.05 0.02 0.21 0.109
H -2.8816 1.8913 -1.2695 0.38 0.18 0.50 0.080
H 4.8510 -1.2981 0.8464 -0.18 -0.08 -0.11 0.076
H 3.8291 0.6951 -5.3655 0.02 -0.05 0.31 0.103
H 0.5246 1.5719 -8.3889 -0.25 -0.13 0.14 0.077
H 1.7885 2.4801 -1.5826 -0.05 0.29 0.03 0.088
H 3.1638 -1.7881 -2.9697 0.20 -0.03 -0.44 0.104
H -3.7156 -5.7348 2.2897 -0.02 -0.29 0.66 0.111
H 4.8279 -0.0383 -3.1551 -0.17 -0.08 0.08 0.095
H 0.9436 1.5783 -5.8254 0.11 0.15 -0.20 0.109
H 1.9914 -1.6753 -4.3730 0.62 0.22 -0.14 0.099
H 2.8402 -0.1832 -7.4901 0.00 -0.09 -0.05 0.113
H 0.5929 -3.1736 5.5608 -0.01 0.10 -0.14 0.113
H 2.6231 1.5752 -7.7211 0.48 -0.27 -0.11 0.113
H 6.3186 -2.0080 0.1988 0.08 0.21 -0.01 0.076
H -1.2974 -0.6738 -1.5914 -0.14 -0.31 0.01 0.082
H 2.9941 3.4748 -2.4311 0.18 -0.12 0.06 0.117
H 0.1961 -2.1832 -2.6624 0.03 -0.02 -0.19 0.087
H -1.0731 1.6901 -1.0746 -0.20 0.29 0.19 0.052
H -3.2423 -4.8630 4.7834 -0.21 0.37 0.27 0.071
H -3.3208 0.4029 0.4133 0.53 0.25 0.22 0.109
H 4.5111 1.6928 -0.6714 -0.55 -0.12 0.26 0.120
H 1.3682 -0.0761 -5.5381 -0.05 0.11 -0.14 0.090
H -1.7469 -1.1905 5.5419 0.29 0.14 0.05 0.117
H -2.0209 0.9031 4.0174 -0.35 -0.16 0.59 0.097
H 1.6172 -0.9238 5.3479 0.48 0.09 0.21 0.063
H -4.5295 -0.2181 4.5505 0.41 0.04 0.10 0.106
H -0.3480 -2.5726 3.1315 -0.51 -0.34 0.18 0.108
H 3.6462 0.1081 -0.8397 -0.18 0.18 0.46 0.065
H -4.8871 -4.0945 4.7097 0.03 0.26 0.01 0.070
H 0.0577 -0.0370 -7.8598 0.16 -0.34 0.04 0.073
H -2.0846 -3.9549 2.5838 -0.18 0.27 0.16 0.104
H 2.4487 -2.3945 -0.9093 0.26 -0.36 0.08 0.056
H -3.5396 -1.2083 -0.0709 0.17 0.01 -0.02 0.109
H 0.2248 5.3147 -3.8611 -0.46 -0.08 0.28 0.113
H -1.8444 -2.8762 5.2377 0.09 -0.04 -0.15 0.098
H -3.9516 2.1663 5.0976 -0.43 -0.08 0.33 0.113
H -4.9339 0.2503 2.9741 0.41 0.17 -0.27 0.115
H -5.0226 -4.5783 2.3638 0.14 -0.39 0.03 0.113
H -2.7517 1.1313 2.5111 0.26 -0.02 0.12 0.073
H 1.7101 5.3572 -3.0198 -0.23 0.20 0.19 0.113
H -3.9132 -2.2451 3.7534 0.14 -0.35 0.14 0.078
H 5.1024 1.6654 -3.0722 0.19 0.11 0.45 0.106
H 1.1144 -3.4495 -3.3602 0.33 -0.40 0.45 0.108
H 1.6715 -1.5500 7.0840 0.66 0.32 -0.19 0.073
H 3.1867 2.3172 -5.3716 0.31 -0.05 0.36 0.103
```
Forces are in eV/Å.